(a)
{
  "formula": "C7H13N2",
  "method": "ωB97M-V/def2-TZVPD",
  "homo_energy_ha": [-0.420, -0.420],
  "gap_ev": [7.18, 7.21],
  "mol_weight_g_mol": 125.195,
  "charge": 1,
  "spin_multiplicity": 1,
  "elements": ["N", "N", "C", "C", "C", "C", "C", "C", "C", "H", "H", "H", "H", "H", "H", "H", "H", "H", "H", "H", "H", "H"],
  "xyz": [[-1.0809, 0.0406, -0.7017], [0.2364, -1.6283, 0.2722], [-0.7259, -0.9625, -1.6759], [-0.4240, 0.4447, 1.6726], [-1.4186, 1.3233, 1.8756], [0.9415, -2.4933, 0.9758], [-0.7061, 1.3405, -1.3718], [-0.2477, -0.3271, 0.4454], [-0.0676, -1.9142, -1.0628], [1.8650, 1.9683, 0.0709], [2.4357, 2.2876, 0.6455], [0.2683, -2.8308, -1.5258], [-2.2336, 1.7088, 1.3802], [1.0051, -2.3680, 2.0793], [-1.4460, 1.6304, -2.1701], [1.2964, -3.2612, 0.4093], [-2.1061, 0.0672, -0.5028], [0.2819, 1.2795, -1.8294], [0.3498, 0.6505, 2.4227], [-1.1752, -1.0485, -2.6649], [-0.6762, 2.0942, -0.5860], [-1.3898, 1.9791, 2.7253]],
  "nbo_charge": [-0.37, -0.24, -0.06, -0.26, -0.41, -0.15, -0.42, 0.07, 0.02, -0.05, 0.04, 0.26, 0.19, 0.24, 0.24, 0.20, 0.45, 0.24, 0.26, 0.27, 0.25, 0.22]
}


(b)
{
  "formula": "C7H13N2",
  "method": "ωB97M-V/def2-TZVPD",
  "homo_energy_ha": -0.489,
  "gap_ev": 7.50,
  "mol_weight_g_mol": 125.195,
  "charge": 1,
  "spin_multiplicity": 1,
  "elements": ["N", "N", "C", "C", "C", "C", "C", "C", "C", "H", "H", "H", "H", "H", "H", "H", "H", "H", "H", "H", "H", "H"],
  "xyz": [[2.0768, 0.5955, -1.3044], [1.2442, 0.3689, -0.3659], [-1.7801, 0.1410, -0.1679], [1.8143, -0.3361, 0.7306], [-2.0456, 0.6384, 1.2747], [-1.3510, 0.9261, -1.2152], [3.3763, 0.3456, -0.8735], [-2.1210, -1.3347, -0.3637], [3.3117, -0.0529, 0.4437], [-2.2827, -1.6420, -1.4173], [-3.1421, 0.8859, 1.2351], [1.3305, -0.1118, 1.6308], [4.1843, 0.5609, -1.4377], [1.6377, -1.4965, 0.5337], [-2.0685, -0.0949, 2.1011], [-1.4457, 1.9291, -1.0277], [-1.4858, 1.4982, 1.7559], [-1.3680, -2.0870, -0.1112], [4.0386, -0.5394, 1.0280], [-2.9069, -1.4060, 0.3694], [-1.2984, 0.5215, -2.1800], [0.2813, 0.6902, -0.6384]],
  "nbo_charge": [0.00, -0.20, 0.15, -0.33, -0.72, -0.57, -0.08, -0.68, -0.04, 0.24, 0.26, 0.28, 0.25, 0.32, 0.24, 0.23, 0.24, 0.23, 0.25, 0.24, 0.23, 0.46]
}


(c)
{
  "formula": "C7H13N2",
  "method": "ωB97M-V/def2-TZVPD",
  "homo_energy_ha": -0.472,
  "gap_ev": 8.83,
  "smiles": "C=NC[C@@H](C)C=[N+]1CC1",
  "mol_weight_g_mol": 125.195,
  "charge": 1,
  "spin_multiplicity": 1,
  "elements": ["N", "N", "C", "C", "C", "C", "C", "C", "C", "H", "H", "H", "H", "H", "H", "H", "H", "H", "H", "H", "H", "H"],
  "xyz": [[-1.4449, -0.8578, -0.4143], [1.2903, -0.4590, 0.0379], [-2.3933, -1.4189, -1.0473], [0.0824, 2.3855, 0.5321], [1.0646, -1.5682, 0.9182], [1.0153, 0.5673, -0.6004], [-1.2807, 0.4292, 0.1706], [2.3183, -1.4698, 0.1308], [-0.2232, 1.2595, -0.4388], [1.6897, 1.0707, -1.3211], [0.8103, 3.0735, 0.0008], [3.2238, -1.2415, 0.6254], [-2.2713, 0.9303, 0.1946], [-0.5872, 1.7356, -1.3705], [-0.8384, 2.9837, 0.6691], [2.3859, -2.3828, -0.6104], [0.8567, -1.2068, 1.9147], [-0.8826, 0.1125, 1.1379], [-2.2548, -2.4856, -1.3007], [0.3441, -2.2929, 0.5439], [0.5069, 1.7720, 1.4398], [-3.4120, -0.9365, -1.2121]],
  "nbo_charge": [-0.48, -0.26, 0.00, -0.58, -0.20, 0.34, -0.24, -0.23, -0.33, 0.24, 0.23, 0.24, 0.21, 0.26, 0.26, 0.26, 0.24, 0.20, 0.19, 0.27, 0.21, 0.16]
}


Most stable = (c)


(a)
{
  "formula": "C15H22N2O3S",
  "method": "ωB97M-V/def2-TZVPD",
  "homo_energy_ha": -0.329,
  "gap_ev": 9.65,
  "smiles": "Cc1ccc(N([C@@H](C)C(=O)N2CCCC2)S(C)(=O)=O)cc1",
  "mol_weight_g_mol": 310.419,
  "charge": 0,
  "spin_multiplicity": 1,
  "elements": ["S", "O", "O", "O", "N", "N", "C", "C", "C", "C", "C", "C", "C", "C", "C", "C", "C", "C", "C", "C", "C", "H", "H", "H", "H", "H", "H", "H", "H", "H", "H", "H", "H", "H", "H", "H", "H", "H", "H", "H", "H", "H", "H"],
  "xyz": [[3.2106, -0.1761, -0.2981], [-0.3249, 1.9390, 2.1837], [4.0932, 0.9421, -0.4357], [3.2412, -1.1786, -1.3176], [1.6299, 0.3796, -0.1759], [-0.9857, 1.8066, 0.0583], [0.4118, -1.4831, -1.0938], [3.5630, -0.9812, 1.2915], [-0.4562, -2.5500, -0.9653], [0.1922, -1.0318, 1.2519], [-2.3832, 1.8478, 0.4750], [-3.1870, 1.6463, -0.8085], [-2.1894, 0.9671, -1.7457], [-0.6922, -2.0905, 1.3631], [1.4279, 1.6039, 0.5936], [-0.8829, 1.6646, -1.3789], [0.7352, -0.7062, 0.0139], [-0.0405, 1.7874, 1.0061], [-1.0319, -2.8636, 0.2612], [1.9090, 2.8331, -0.1787], [-1.9726, -4.0228, 0.3880], [4.5901, -1.3171, 1.2424], [-1.4105, -4.9563, 0.4232], [2.8880, -1.8191, 1.4039], [-2.5636, -3.9476, 1.2972], [3.4396, -0.2561, 2.0847], [-2.6005, 2.7972, 0.9707], [-1.1170, -2.3206, 2.3296], [0.4397, -0.4561, 2.1298], [2.9805, 2.7666, -0.3382], [-4.0791, 1.0477, -0.6395], [-2.4453, 1.0869, -2.7961], [1.6850, 3.7245, 0.4035], [0.8622, -1.2510, -2.0449], [-2.1138, -0.0965, -1.5160], [1.9893, 1.5575, 1.5389], [-2.6432, -4.0712, -0.4673], [0.0006, 1.1019, -1.6681], [-2.5531, 1.0471, 1.2013], [-0.6980, -3.1452, -1.8338], [-3.4893, 2.6091, -1.2219], [1.4206, 2.9054, -1.1446], [-0.8497, 2.6595, -1.8432]],
  "nbo_charge": [2.32, -0.64, -0.95, -0.94, -0.72, -0.44, -0.21, -0.88, -0.21, -0.26, -0.21, -0.41, -0.41, -0.21, -0.13, -0.22, 0.19, 0.70, 0.00, -0.62, -0.63, 0.26, 0.22, 0.25, 0.22, 0.24, 0.21, 0.21, 0.24, 0.26, 0.22, 0.22, 0.22, 0.24, 0.21, 0.21, 0.22, 0.23, 0.21, 0.21, 0.20, 0.21, 0.19]
}


(b)
{
  "formula": "C15H22N2O3S",
  "method": "ωB97M-V/def2-TZVPD",
  "homo_energy_ha": -0.329,
  "gap_ev": 9.39,
  "smiles": "CC(=O)Nc1ccc(S(=O)(=O)NC2CCCCCC2)cc1",
  "mol_weight_g_mol": 310.419,
  "charge": 0,
  "spin_multiplicity": 1,
  "elements": ["S", "O", "O", "O", "N", "N", "C", "C", "C", "C", "C", "C", "C", "C", "C", "C", "C", "C", "C", "C", "C", "H", "H", "H", "H", "H", "H", "H", "H", "H", "H", "H", "H", "H", "H", "H", "H", "H", "H", "H", "H", "H", "H"],
  "xyz": [[-1.0855, -2.2016, -0.0100], [4.9794, 0.8052, -1.4018], [-1.6396, -2.4199, 1.2928], [-0.8915, -3.3107, -0.8951], [4.0190, 0.7762, 0.6683], [-2.0853, -1.1495, -0.8047], [2.8394, 0.0631, 0.4641], [1.9715, -0.0792, 1.5499], [-3.2728, 3.1859, -0.5352], [-1.9694, 2.6004, 0.0112], [2.5087, -0.5123, -0.7636], [1.3231, -1.2115, -0.8941], [6.1331, 1.8688, 0.4161], [-2.4810, 0.0827, -0.1518], [-1.6111, 1.2533, -0.6169], [5.0036, 1.0965, -0.2312], [-4.5350, 2.7573, 0.2180], [-3.9852, 0.3042, -0.3572], [-4.5756, 1.2890, 0.6524], [0.7887, -0.7775, 1.4089], [0.4702, -1.3355, 0.1857], [4.1552, 1.0957, 1.6179], [1.0555, -1.6801, -1.8279], [-4.0470, 1.1687, 1.5995], [-0.5686, 1.0187, -0.3847], [-5.3934, 2.9658, -0.4246], [-1.1555, 3.2937, -0.2142], [0.1073, -0.9105, 2.2338], [-1.9079, -1.0937, -1.7934], [-4.4594, -0.6696, -0.2266], [-2.0252, 2.5030, 1.0957], [5.7593, 2.7958, 0.8462], [-5.6190, 1.0274, 0.8384], [6.8817, 2.1007, -0.3355], [-2.3079, -0.1083, 0.9126], [-4.1813, 0.6345, -1.3777], [-1.6926, 1.3386, -1.7047], [-3.3618, 2.9108, -1.5876], [6.5907, 1.2745, 1.2043], [2.2309, 0.3569, 2.5043], [-3.2202, 4.2764, -0.4982], [-4.6460, 3.3758, 1.1116], [3.1822, -0.4088, -1.5975]],
  "nbo_charge": [2.33, -0.59, -0.94, -0.94, -0.61, -0.86, 0.17, -0.25, -0.40, -0.40, -0.21, -0.17, -0.71, -0.06, -0.41, 0.69, -0.39, -0.41, -0.40, -0.17, -0.38, 0.40, 0.24, 0.20, 0.22, 0.20, 0.21, 0.25, 0.40, 0.23, 0.20, 0.23, 0.22, 0.25, 0.21, 0.20, 0.19, 0.19, 0.23, 0.21, 0.21, 0.20, 0.26]
}


Most stable = (b)